(1)
The following is a quantum chemistry calculation of a molecular structure, C20H31N5O4S, from the OMol25 dataset.

CARTESIAN COORDINATES (ANGSTROEM)
C1 5.133 -4.138 -2.042
C2 4.007 -3.152 -1.510
C3 4.020 -3.172 0.095
O1 4.822 -3.953 0.622
N1 3.273 -2.356 0.396
C4 3.198 -2.052 1.906
O2 2.369 -1.267 2.235
C5 4.012 -2.817 2.959
C6 5.396 -2.080 2.953
H1 6.003 -2.328 3.697
H2 5.286 -0.947 3.297
H3 5.936 -2.286 2.079
H4 3.549 -2.649 3.744
H5 4.202 -3.726 2.833
N2 2.523 -1.623 -0.346
C7 2.939 -0.008 -0.216
H6 3.887 0.189 -0.592
C8 2.018 0.647 -1.299
N3 0.396 0.412 -0.847
C9 -0.333 1.174 -1.553
C10 -0.094 1.671 -2.853
C11 -0.916 2.404 -3.452
N4 -2.353 2.360 -3.139
C12 -2.541 1.884 -2.015
C13 -1.913 0.965 -1.129
S1 -2.474 0.800 0.396
O3 -1.391 1.174 1.181
O4 -2.950 -0.620 0.537
N5 -3.595 1.834 0.486
C14 -3.380 3.222 0.831
C15 -4.622 3.997 0.615
C16 -5.860 3.446 1.185
C17 -6.115 2.132 0.917
C18 -4.840 1.250 1.086
H7 -4.954 0.218 0.845
H8 -4.734 1.307 2.503
H9 -6.408 1.894 -0.226
H10 -6.824 1.944 1.500
H11 -6.665 4.181 1.003
H12 -5.560 3.649 2.467
H13 -4.708 4.222 -0.604
H14 -4.104 5.188 0.945
H15 -2.398 3.401 0.259
H16 -3.073 3.221 1.796
H17 -3.674 1.685 -1.771
H18 -0.969 2.932 -4.589
H19 0.895 1.904 -3.288
C19 0.183 -0.546 -0.170
H20 0.314 -0.459 1.078
H21 -0.661 -1.018 -0.055
C20 1.102 -1.888 -0.335
H22 0.890 -2.227 -1.365
H23 0.715 -2.669 0.340
H24 2.185 1.788 -1.367
H25 2.132 0.311 -2.291
H26 2.642 0.518 0.911
H27 3.117 -3.546 -1.877
H28 4.445 -2.225 -1.835
H29 5.052 -4.229 -3.046
H30 6.170 -3.655 -1.712
H31 4.830 -5.261 -1.776

Values from the calculation:
Net charge: 0
Spin multiplicity: 1
LUMO level: 0.0 eV
Relative energy (zero: lowest compared OMol25 entry of this formula, charge and spin): 22.543 eV
HOMO: -0.2932 hartree

---

(2)
The following is a quantum chemistry calculation of a molecular structure, C20H31NO3, from the OMol25 dataset.

CARTESIAN COORDINATES (ANGSTROEM)
C1 -6.849 -1.338 1.552
C2 -5.627 -0.497 0.970
C3 -4.496 -0.875 0.421
C4 -3.472 -0.229 -0.082
C5 -3.432 1.015 -0.150
C6 -2.402 1.767 -0.430
C7 -1.371 1.042 -0.884
C8 -1.372 -0.212 -1.271
C9 -2.513 -0.861 -0.731
H1 -2.481 -2.008 -0.700
O1 -0.366 -0.670 -1.746
C10 -0.526 -2.151 -2.128
H2 -0.399 -3.016 -1.214
H3 -1.303 -2.383 -2.566
H4 0.447 -2.522 -2.741
O2 -0.313 1.883 -1.433
C11 1.095 1.457 -1.023
C12 1.158 2.026 0.461
O3 1.037 3.569 0.414
H5 0.203 3.708 -0.042
C13 2.557 1.825 0.837
N1 2.807 0.519 1.175
C14 4.335 0.245 0.951
C15 4.615 -0.373 -0.318
H6 4.130 0.327 -1.480
C16 4.434 -1.883 -0.669
H7 4.941 -2.673 0.060
H8 4.725 -2.043 -1.687
C17 2.786 -2.295 -0.417
H9 2.309 -1.482 -0.870
H10 2.696 -3.030 -1.199
C18 2.346 -2.600 0.769
C19 1.506 -1.469 1.541
H11 0.726 -1.296 0.761
H12 0.889 -2.024 2.355
C20 2.273 -0.092 2.105
H13 2.958 -0.629 2.673
H14 1.511 0.391 2.820
H15 3.214 -2.704 1.570
H16 1.695 -3.380 0.962
H17 5.827 -0.363 -0.514
H18 4.797 1.110 1.310
H19 4.544 -0.644 1.679
H20 2.624 2.207 1.927
H21 3.203 2.370 0.173
H22 0.609 1.462 0.969
H23 1.815 2.089 -1.671
H24 1.429 0.411 -1.119
H25 -2.264 3.023 -0.537
H26 -4.393 1.830 0.485
H27 -4.515 -1.993 0.322
H28 -5.916 0.621 1.014
H29 -6.900 -1.075 2.423
H30 -6.608 -2.478 1.445
H31 -7.699 -1.175 1.039

Values from the calculation:
Net charge: 0
Spin multiplicity: 1
LUMO level: 0.5 eV
Relative energy (zero: lowest compared OMol25 entry of this formula, charge and spin): 17.658 eV
HOMO: -0.2772 hartree